# 1
{"formula": "C9H15Br2N3", "method": "ωB97M-V with the def2-TZVPD basis set", "species": ["C", "C", "C", "C", "C", "C", "C", "C", "C", "N", "N", "N", "Br", "Br", "H", "H", "H", "H", "H", "H", "H", "H", "H", "H", "H", "H", "H", "H", "H"], "positions_angstrom": [[0.820, 2.299, -2.563], [0.033, 2.572, -0.482], [0.484, 3.295, -1.602], [1.337, -3.101, 2.549], [1.248, -1.985, 1.514], [0.050, -2.230, 0.525], [-0.005, -1.198, -0.622], [-0.062, 0.205, -0.072], [-3.084, -0.129, 0.296], [0.626, 1.100, -2.069], [0.167, 1.280, -0.851], [0.528, 4.684, -1.790], [-3.522, -1.464, -1.025], [-3.656, -0.425, 2.118], [1.073, 2.556, -3.518], [-0.318, 2.785, 0.518], [0.487, -3.741, 2.414], [1.268, -2.773, 3.662], [2.242, -3.731, 2.157], [2.228, -1.970, 1.031], [1.278, -0.918, 2.041], [0.084, -3.197, 0.012], [-0.858, -2.013, 1.034], [0.816, -1.480, -1.318], [-0.922, -1.457, -1.421], [-0.591, 0.213, 0.883], [-3.579, 0.812, -0.152], [1.383, 4.916, -2.344], [0.444, 5.096, -0.925]], "mulliken_charge": [-0.5397, -0.4333, 0.3828, -1.0311, -0.2076, -0.7119, -0.2639, -0.6927, -0.3183, -0.9274, 0.7504, -0.5708, -0.0633, -0.0818, 0.4880, 0.4016, 0.3397, 0.2742, 0.2422, 0.3252, 0.2122, 0.3388, 0.2406, 0.4914, 0.1222, 0.4058, 0.3331, 0.2523, 0.2414], "orbital_gap_ev": [8.365, 5.473], "total_charge": 0, "e_homo_ev": [-8.404, -6.749], "largest_force_ev_per_a": 3.422, "de_lowest_kj_mol": 23.1, "e_lumo_ev": [-0.040, -1.276], "energy_ha": -5664.0247}

***

# 2
{"formula": "C9H15CdO6", "method": "ωB97M-V with the def2-TZVPD basis set", "species": ["O", "C", "C", "O", "C", "C", "O", "C", "H", "H", "H", "H", "H", "H", "H", "H", "H", "H", "O", "C", "C", "O", "C", "C", "O", "Cd", "H", "H", "H", "H", "H"], "positions_angstrom": [[0.175, 2.583, 1.587], [-0.789, 2.974, 0.951], [-1.306, 2.210, -0.222], [-0.364, 1.218, -0.548], [-0.681, 0.316, -1.607], [-1.466, -0.877, -1.129], [-2.680, -0.455, -0.656], [-3.132, -1.071, 0.532], [-1.464, 2.905, -1.064], [-1.407, 3.812, 1.316], [-2.299, 1.812, 0.047], [0.283, -0.022, -2.008], [-1.216, 0.855, -2.401], [-1.561, -1.614, -1.947], [-0.853, -1.447, -0.226], [-4.112, -0.645, 0.771], [-3.221, -2.161, 0.401], [-2.435, -0.834, 1.350], [2.996, 1.655, -0.002], [3.646, 0.699, -0.631], [3.226, -0.583, -0.663], [1.933, -0.793, -0.158], [1.717, -1.910, 0.677], [0.590, -1.547, 1.603], [0.537, -0.362, 1.998], [1.280, 1.056, 0.690], [4.600, 0.947, -1.116], [3.692, -1.412, -1.190], [2.614, -2.155, 1.271], [1.434, -2.797, 0.088], [0.264, -2.353, 2.285]], "mulliken_charge": [-0.4113, -0.0630, -0.0666, -0.2267, -0.7863, -0.0023, -0.3723, -0.6896, 0.4006, 0.3994, 0.3377, 0.4024, 0.4001, 0.3816, -0.0548, 0.2602, 0.3318, 0.2904, -0.6601, -0.0388, -0.3857, -0.1661, -0.2462, -0.0006, -0.5615, 0.6662, 0.3852, 0.3418, 0.4276, 0.3574, 0.3494], "orbital_gap_ev": 6.661, "total_charge": 1, "e_homo_ev": -11.106, "largest_force_ev_per_a": 4.397, "e_lumo_ev": -4.445, "energy_ha": -970.7263}